The following is a DFT calculation (ωB97M-V/def2-TZVPD) of a molecular structure, C28H22IN8Pt.

ORCA input file:
```
! wB97M-V def2-TZVPD RIJCOSX def2/J DEFGRID3
* xyz 1 1
Pt -0.258 0.020 0.368
C -2.427 -4.105 0.837
C -3.412 -3.971 -0.141
C -3.756 -2.708 -0.548
C -3.097 -1.592 0.006
N -2.050 -1.738 0.845
C -1.776 -2.969 1.275
N -3.685 -0.398 -0.194
C -3.219 0.789 -0.089
N -1.906 1.200 -0.071
C -1.859 2.566 -0.116
N -0.863 3.367 -0.193
C 0.448 3.119 -0.037
C 1.301 4.175 -0.412
C 2.634 4.114 -0.100
C 3.098 3.005 0.609
C 2.209 1.999 0.926
N 0.917 2.015 0.584
C -3.225 3.086 -0.101
C -3.706 4.378 -0.058
C -5.086 4.536 -0.018
C -5.939 3.441 -0.020
C -5.451 2.140 -0.047
C -4.080 1.976 -0.086
H -2.180 -5.069 1.251
H -3.924 -4.834 -0.537
H -4.537 -2.527 -1.271
H -1.025 -3.054 2.043
H 0.867 5.021 -0.921
H 3.301 4.918 -0.370
H 4.130 2.937 0.913
H 2.535 1.152 1.508
H -3.042 5.228 -0.050
H -5.503 5.530 0.019
H -7.005 3.604 0.009
H -6.121 1.296 -0.031
I 5.708 0.307 -3.370
C 4.987 -0.128 -1.438
C 5.862 -0.214 -0.368
C 5.338 -0.538 0.872
C 3.974 -0.749 0.981
N 3.138 -0.652 -0.044
C 3.630 -0.351 -1.230
H 6.924 -0.054 -0.491
H 5.984 -0.636 1.728
H 3.523 -1.012 1.928
H 2.928 -0.291 -2.050
N 1.276 -2.054 1.944
C 1.233 -2.535 0.680
C 1.794 -3.763 0.298
C 1.667 -4.184 -1.007
C 1.014 -3.369 -1.933
C 0.508 -2.166 -1.497
N 0.607 -1.771 -0.227
H 1.620 -2.607 2.711
H 0.750 -1.196 2.124
H 2.295 -4.370 1.035
H 2.055 -5.146 -1.308
H 0.898 -3.674 -2.959
H -0.023 -1.490 -2.161
*
```

Summary:
LUMO level, eV: -4.274
Strongest force on any atom, eV/A: 3.74
E_tot, eV: -52655.432

The following is a DFT calculation (ωB97M-V/def2-TZVPD) of a molecular structure, C28H22MoN6O2S2.

ORCA input file:
```
! wB97M-V def2-TZVPD RIJCOSX def2/J DEFGRID3
* xyz 2 3
Mo 0.306 -0.454 -0.810
N 3.393 1.790 -2.978
C 2.265 1.262 -2.503
S 2.346 -0.429 -1.954
N 1.178 1.979 -2.458
N 0.107 1.261 -1.989
C -0.982 1.910 -1.679
C -1.130 3.368 -1.615
C -1.688 3.909 -0.450
C -1.804 5.281 -0.310
C -1.400 6.118 -1.342
C -0.864 5.585 -2.506
C -0.713 4.216 -2.643
C -2.104 1.009 -1.314
C -3.420 1.415 -1.260
C -4.401 0.465 -1.004
C -4.041 -0.860 -0.813
C -2.706 -1.201 -0.865
N -1.758 -0.284 -1.105
H 4.243 1.255 -3.018
H 3.397 2.742 -3.307
H -1.989 3.258 0.362
H -2.211 5.697 0.602
H -1.503 7.190 -1.236
H -0.559 6.241 -3.311
H -0.290 3.803 -3.547
H -3.664 2.451 -1.440
H -5.442 0.756 -0.961
H -4.781 -1.623 -0.620
H -2.372 -2.216 -0.703
O -0.995 -0.008 2.779
S 0.171 0.015 1.969
O 0.220 1.014 0.849
N 0.301 -1.274 0.982
C 0.160 -2.666 1.160
C 0.055 -3.382 2.314
C -0.046 -4.792 2.244
C -0.045 -5.447 1.046
C 0.048 -4.714 -0.164
C 0.038 -5.294 -1.452
C 0.126 -4.498 -2.564
C 0.231 -3.113 -2.414
N 0.240 -2.525 -1.222
C 0.152 -3.322 -0.091
C 1.596 0.135 2.932
C 2.852 0.108 2.321
C 3.967 0.197 3.130
C 3.819 0.312 4.511
C 2.562 0.339 5.098
C 1.427 0.250 4.307
H 0.049 -2.880 3.274
H -0.123 -5.357 3.163
H -0.118 -6.526 1.007
H -0.040 -6.370 -1.552
H 0.123 -4.919 -3.559
H 0.312 -2.463 -3.275
H 2.954 0.023 1.247
H 4.954 0.178 2.689
H 4.700 0.382 5.136
H 2.462 0.432 6.170
H 0.435 0.272 4.739
*
```

Summary:
LUMO level (alpha / beta), eV: -7.011 / -7.272
Strongest force on any atom, eV/A: 0.81
⟨S²⟩: 2.029
E_tot, eV: -65942.649

The following is a DFT calculation (ωB97M-V/def2-TZVPD) of a molecular structure, C28H22N3O3S2SeSn.

ORCA input file:
```
! wB97M-V def2-TZVPD RIJCOSX def2/J DEFGRID3
* xyz -1 1
Sn 0.437 -0.087 0.186
O -1.600 1.574 1.835
C -2.974 1.346 1.792
C -3.439 0.118 1.029
C -4.810 -0.138 0.989
C -5.276 -1.245 0.310
C -4.353 -2.081 -0.303
C -3.015 -1.749 -0.206
N -2.555 -0.672 0.433
H -1.154 0.845 2.321
H -3.434 2.222 1.324
H -3.398 1.270 2.804
H -5.493 0.538 1.491
H -6.337 -1.457 0.262
H -4.654 -2.968 -0.843
H -2.274 -2.387 -0.669
S -1.494 -4.677 -2.967
C -1.587 -6.083 -3.955
C -0.427 -6.279 -4.632
C 0.557 -5.292 -4.346
C 0.142 -4.345 -3.444
C 0.885 -3.209 -2.928
C 0.411 -2.461 -1.892
N 1.027 -1.379 -1.371
C 2.297 -1.019 -1.893
C 2.849 -1.776 -2.990
C 4.148 -1.329 -3.471
C 4.811 -0.306 -2.906
C 4.270 0.426 -1.776
C 4.912 1.422 -1.120
C 4.306 2.063 0.025
C 3.054 1.639 0.391
N 2.369 0.681 -0.248
C 2.962 0.010 -1.329
C 4.978 3.119 0.767
C 4.590 3.785 1.905
C 5.522 4.766 2.333
C 6.616 4.849 1.531
S 6.514 3.722 0.239
C 2.172 -2.831 -3.499
H -2.486 -6.677 -3.977
H -0.270 -7.105 -5.312
H 1.545 -5.292 -4.781
H -0.527 -2.733 -1.423
H 4.581 -1.864 -4.310
H 5.783 -0.008 -3.285
H 5.900 1.722 -1.453
H 2.547 2.079 1.243
H 3.669 3.575 2.428
H 5.380 5.382 3.210
H 7.471 5.498 1.626
H 2.589 -3.392 -4.325
Se 0.435 -0.859 2.466
C -2.337 2.578 -2.024
O -1.829 1.684 -1.029
C -0.532 1.349 -1.185
O 0.119 1.751 -2.115
H -3.377 2.752 -1.760
H -2.264 2.133 -3.016
H -1.779 3.514 -2.021
*
```

Summary:
LUMO level (alpha / beta), eV: 2.352 / 2.352
Strongest force on any atom, eV/A: 0.18
E_tot, eV: -132855.746
Energy above the lowest of the compared OMol25 structures with the same formula, charge and spin, eV: 0.779

The following is a DFT calculation (ωB97M-V/def2-TZVPD) of a molecular structure, C28H22N4O5Pd.

ORCA input file:
```
! wB97M-V def2-TZVPD RIJCOSX def2/J DEFGRID3
* xyz -2 1
Pd -0.964 1.271 -0.475
C 4.629 1.750 0.131
O 4.407 1.554 1.518
C 3.137 1.557 2.057
C 3.119 1.959 3.385
C 1.918 2.048 4.060
C 0.754 1.715 3.395
C 0.729 1.254 2.075
C -0.646 0.904 1.608
N -0.965 -0.221 0.987
N -2.228 -0.728 1.206
C -3.138 -0.485 0.307
O -3.061 0.307 -0.697
C -4.438 -1.212 0.495
C -4.885 -1.693 1.722
C -6.120 -2.318 1.828
C -6.924 -2.490 0.710
C -6.479 -2.029 -0.524
C -5.253 -1.390 -0.624
C 1.961 1.174 1.379
O 2.190 0.690 0.132
H 5.679 2.035 0.044
H 4.010 2.551 -0.278
H 4.452 0.843 -0.444
H 4.065 2.214 3.847
H 1.893 2.373 5.093
H -0.190 1.786 3.923
H -1.416 1.350 2.245
H -4.254 -1.583 2.594
H -6.462 -2.676 2.793
H -7.891 -2.973 0.800
H -7.093 -2.167 -1.407
H -4.895 -1.005 -1.569
O 3.836 -5.652 -1.777
C 2.608 -5.292 -2.305
O 1.973 -6.177 -2.841
C 2.220 -3.908 -2.169
C 0.880 -3.526 -2.438
C 0.443 -2.248 -2.272
C 1.307 -1.194 -1.812
C 2.673 -1.584 -1.589
C 3.089 -2.877 -1.751
N 0.798 0.012 -1.683
C 1.582 1.068 -1.169
C 0.711 2.318 -1.047
C 1.107 3.447 -0.262
C 0.349 4.588 -0.268
C -0.828 4.616 -1.034
C -1.100 3.533 -1.844
N -0.295 2.451 -1.999
H 4.174 -4.903 -1.277
H 0.201 -4.301 -2.775
H -0.589 -1.976 -2.454
H 3.393 -0.840 -1.276
H 4.146 -3.084 -1.587
H 2.473 1.264 -1.801
H 2.001 3.409 0.341
H 0.636 5.442 0.335
H -1.479 5.481 -1.037
H -1.949 3.569 -2.521
*
```

Summary:
LUMO level, eV: 4.662
Strongest force on any atom, eV/A: 1.35
E_tot, eV: -49069.213

Question: strongest force on any atom of number 3 (C28H22N3O3S2SeSn)?
Answer: 0.18 eV/A

Please write out number 4 again, unchanged.
The following is a DFT calculation (ωB97M-V/def2-TZVPD) of a molecular structure, C28H22N4O5Pd.

ORCA input file:
```
! wB97M-V def2-TZVPD RIJCOSX def2/J DEFGRID3
* xyz -2 1
Pd -0.964 1.271 -0.475
C 4.629 1.750 0.131
O 4.407 1.554 1.518
C 3.137 1.557 2.057
C 3.119 1.959 3.385
C 1.918 2.048 4.060
C 0.754 1.715 3.395
C 0.729 1.254 2.075
C -0.646 0.904 1.608
N -0.965 -0.221 0.987
N -2.228 -0.728 1.206
C -3.138 -0.485 0.307
O -3.061 0.307 -0.697
C -4.438 -1.212 0.495
C -4.885 -1.693 1.722
C -6.120 -2.318 1.828
C -6.924 -2.490 0.710
C -6.479 -2.029 -0.524
C -5.253 -1.390 -0.624
C 1.961 1.174 1.379
O 2.190 0.690 0.132
H 5.679 2.035 0.044
H 4.010 2.551 -0.278
H 4.452 0.843 -0.444
H 4.065 2.214 3.847
H 1.893 2.373 5.093
H -0.190 1.786 3.923
H -1.416 1.350 2.245
H -4.254 -1.583 2.594
H -6.462 -2.676 2.793
H -7.891 -2.973 0.800
H -7.093 -2.167 -1.407
H -4.895 -1.005 -1.569
O 3.836 -5.652 -1.777
C 2.608 -5.292 -2.305
O 1.973 -6.177 -2.841
C 2.220 -3.908 -2.169
C 0.880 -3.526 -2.438
C 0.443 -2.248 -2.272
C 1.307 -1.194 -1.812
C 2.673 -1.584 -1.589
C 3.089 -2.877 -1.751
N 0.798 0.012 -1.683
C 1.582 1.068 -1.169
C 0.711 2.318 -1.047
C 1.107 3.447 -0.262
C 0.349 4.588 -0.268
C -0.828 4.616 -1.034
C -1.100 3.533 -1.844
N -0.295 2.451 -1.999
H 4.174 -4.903 -1.277
H 0.201 -4.301 -2.775
H -0.589 -1.976 -2.454
H 3.393 -0.840 -1.276
H 4.146 -3.084 -1.587
H 2.473 1.264 -1.801
H 2.001 3.409 0.341
H 0.636 5.442 0.335
H -1.479 5.481 -1.037
H -1.949 3.569 -2.521
*
```

Summary:
LUMO level, eV: 4.662
Strongest force on any atom, eV/A: 1.35
E_tot, eV: -49069.213

Question: Among the records above, which one has the lowest E_tot?
Answer: C28H22N3O3S2SeSn

Question: Which of these has the lowest E_tot?
Answer: C28H22N3O3S2SeSn